C50H43NO2P2ReSSeSi as an isolated structure at a distorted geometry. Source: the OMol25 dataset; level of theory: ωB97M-V with the def2-TZVPD basis set.

2S+1: 2
HOMO (alpha / beta) in eV: -6.13 / -6.65

XYZ file:
```
102
Properties=species:S:1:pos:R:3:mulliken_spin:R:1
Re -0.0024 0.3794 -0.0843 0.517
C 1.6078 -1.1446 -3.3173 0.000
Si 0.9293 0.3319 -2.3315 -0.065
C 2.5414 1.3452 -2.1327 0.048
C 3.1535 2.1858 -3.0557 0.000
C 4.3758 2.7882 -2.7841 0.002
C 5.0293 2.5299 -1.5888 -0.003
C 4.4525 1.6743 -0.6606 0.028
C 3.2160 1.1015 -0.9227 -0.046
P 2.3539 -0.0085 0.2663 0.033
C 3.1020 -1.6405 -0.1181 -0.009
C 4.1226 -1.7653 -1.0569 -0.002
C 4.6804 -3.0038 -1.3386 -0.001
C 4.2312 -4.1374 -0.6792 0.000
C 3.2232 -4.0236 0.2678 0.000
C 2.6618 -2.7869 0.5444 0.000
C 3.1709 0.3641 1.8813 -0.019
C 2.9531 1.6156 2.4610 -0.011
C 3.5081 1.9397 3.6864 0.009
C 4.2919 1.0149 4.3657 0.000
C 4.5169 -0.2300 3.8014 0.000
C 3.9651 -0.5501 2.5674 -0.004
C -0.4183 1.0656 -3.4573 0.000
C -0.1801 1.2802 -4.8166 -0.001
C -1.1905 1.6649 -5.6842 0.000
C -2.4856 1.8137 -5.2100 0.000
C -2.7502 1.5946 -3.8688 -0.005
C -1.7283 1.2435 -2.9911 0.006
P -2.1046 1.0670 -1.1982 -0.007
C -2.6132 2.7573 -0.7091 0.039
C -2.5366 3.8640 -1.5434 0.020
C -2.8644 5.1277 -1.0679 -0.006
C -3.2744 5.2961 0.2439 0.000
C -3.3446 4.1951 1.0882 -0.006
C -3.0096 2.9398 0.6161 0.008
C -3.7276 0.1868 -1.1700 -0.019
C -4.9417 0.8692 -1.1007 0.003
C -6.1463 0.1801 -1.0676 0.000
C -6.1596 -1.2051 -1.1008 -0.001
C -4.9583 -1.8953 -1.1685 0.000
C -3.7573 -1.2079 -1.2036 0.005
H 2.5413 -0.8632 -3.8019 0.000
H 0.8971 -1.4329 -4.0917 0.000
H 1.8160 -2.0212 -2.7036 0.000
H 2.6613 2.4016 -3.9969 0.000
H 4.8195 3.4614 -3.5060 0.000
H 5.9816 2.9967 -1.3760 0.000
H 4.9597 1.4766 0.2762 0.001
H 4.4810 -0.8913 -1.5854 -0.004
H 5.4674 -3.0797 -2.0769 0.000
H 4.6674 -5.1032 -0.8972 0.000
H 2.8722 -4.9013 0.7957 0.000
H 1.8780 -2.7075 1.2853 0.000
H 2.3334 2.3426 1.9483 0.012
H 3.3251 2.9165 4.1129 0.001
H 4.7253 1.2665 5.3248 0.000
H 5.1301 -0.9585 4.3152 0.000
H 4.1709 -1.5240 2.1438 0.000
H 0.8155 1.1214 -5.2133 0.000
H -0.9737 1.8299 -6.7320 0.000
H -3.2858 2.0955 -5.8815 0.000
H -3.7644 1.7060 -3.5018 0.000
H -2.1981 3.7541 -2.5652 -0.001
H -2.7919 5.9813 -1.7280 0.000
H -3.5283 6.2807 0.6125 0.001
H -3.6465 4.3186 2.1197 0.000
H -3.0307 2.0906 1.2879 -0.012
H -4.9588 1.9496 -1.0713 -0.004
H -7.0747 0.7333 -1.0169 0.000
H -7.0977 -1.7429 -1.0743 0.000
H -4.9536 -2.9772 -1.1901 0.000
H -2.8274 -1.7551 -1.2493 -0.001
O -0.5785 -1.1804 -1.6256 0.001
N -0.5853 -2.5005 -1.4535 -0.010
C -0.6397 -3.2940 -2.5414 -0.001
C -0.6745 -4.6537 -2.4023 0.002
C -0.6527 -5.1989 -1.1127 -0.003
C -0.6125 -4.3694 -0.0231 0.004
C -0.5906 -2.9754 -0.1890 -0.003
S -0.5893 -1.8240 1.0607 0.001
H -0.6528 -2.7642 -3.4807 0.000
H -0.7104 -5.2709 -3.2863 0.000
H -0.6665 -6.2707 -0.9754 0.000
H -0.5943 -4.7526 0.9865 0.000
C -3.0886 -0.3650 2.8649 0.002
C -1.6991 0.1308 3.1432 -0.003
O -1.0633 0.7206 2.2859 0.004
C -1.0850 -0.1127 4.4841 -0.003
C 0.2828 0.1090 4.6307 0.006
C 0.8935 -0.1228 5.8507 -0.001
C 0.1400 -0.5685 6.9301 0.000
C -1.2219 -0.7889 6.7896 0.000
C -1.8327 -0.5705 5.5643 0.000
H -3.2871 -0.3139 1.7946 -0.001
H -3.8107 0.2548 3.4015 0.000
H -3.2086 -1.3924 3.2085 0.000
H 0.8510 0.4602 3.7808 -0.002
H 1.9561 0.0465 5.9560 0.000
H 0.6181 -0.7491 7.8839 0.000
H -1.8068 -1.1336 7.6316 0.000
H -2.8947 -0.7474 5.4571 0.000
Se 0.4998 2.6159 0.0605 0.496
```



C50H44F5N5OP3Se4V as an isolated structure. Source: the OMol25 dataset; level of theory: ωB97M-V with the def2-TZVPD basis set.

Total charge: +2
HOMO in eV: -12.22

XYZ file:
```
113
Properties=species:S:1:pos:R:3:lowdin_charge:R:1
V 0.3338 0.4135 0.1708 0.200
Se 2.8286 -2.0277 5.3433 0.412
P 3.4837 -2.9794 3.6211 0.502
C 5.2538 -2.9873 3.3015 -0.348
C 5.9292 -1.7650 3.2429 -0.094
C 7.3038 -1.7430 3.0889 -0.060
C 8.0180 -2.9333 3.0189 -0.057
C 7.3557 -4.1476 3.1099 -0.060
C 5.9762 -4.1785 3.2524 -0.079
C 2.8781 -4.6601 3.3568 -0.360
C 2.0983 -5.2503 4.3491 -0.095
C 1.6895 -6.5689 4.2130 -0.067
C 2.0415 -7.2968 3.0857 -0.059
C 2.8127 -6.7109 2.0886 -0.062
C 3.2412 -5.4017 2.2333 -0.119
C 2.7314 -2.0046 2.2353 -0.313
C 1.5579 -2.1294 1.5214 -0.369
N 1.3294 -0.9031 1.0023 -0.300
N 2.3254 -0.0774 1.3154 -0.035
N 3.1773 -0.7025 2.0478 0.100
P 0.2713 -3.2385 0.9700 0.825
Se -1.0372 -1.7616 -0.0679 0.601
C -0.5046 -4.0241 2.3555 -0.346
C -0.7889 -3.2177 3.4628 -0.070
C -1.4208 -3.7711 4.5592 -0.036
C -1.7862 -5.1136 4.5440 -0.036
C -1.4965 -5.9120 3.4479 -0.059
C -0.8438 -5.3754 2.3487 -0.072
C 0.8651 -4.3684 -0.2785 -0.356
C -0.0602 -5.2104 -0.9018 -0.095
C 0.3556 -6.0582 -1.9133 -0.046
C 1.6847 -6.0548 -2.3209 -0.043
C 2.5956 -5.1934 -1.7274 -0.054
C 2.1870 -4.3448 -0.7099 -0.098
H 5.3844 -0.8359 3.3378 0.091
H 7.8242 -0.7958 3.0424 0.113
H 9.0945 -2.9116 2.9120 0.114
H 7.9122 -5.0749 3.0836 0.113
H 5.4780 -5.1342 3.3457 0.101
H 1.8341 -4.6725 5.2264 0.064
H 1.1013 -7.0311 4.9950 0.117
H 1.7305 -8.3294 2.9889 0.116
H 3.1049 -7.2826 1.2166 0.113
H 3.9026 -4.9750 1.4901 0.104
H -0.5090 -2.1700 3.4766 0.097
H -1.6303 -3.1581 5.4251 0.123
H -2.2952 -5.5399 5.3985 0.121
H -1.7665 -6.9595 3.4512 0.121
H -0.5874 -6.0126 1.5144 0.102
H -1.1036 -5.2049 -0.6083 0.115
H -0.3579 -6.7189 -2.3871 0.120
H 2.0068 -6.7209 -3.1105 0.119
H 3.6276 -5.1847 -2.0537 0.118
H 2.9009 -3.6706 -0.2557 0.094
Se -1.6257 1.0181 -1.0452 0.580
P -0.6174 2.9891 -1.2482 0.449
Se 1.2778 2.5512 -0.1935 0.693
C -1.5374 4.2648 -0.4209 -0.429
C -0.8470 5.3711 0.0726 -0.077
C -1.5557 6.4052 0.6597 -0.041
C -2.9401 6.3337 0.7498 -0.034
C -3.6242 5.2298 0.2579 -0.043
C -2.9255 4.1872 -0.3275 -0.097
C -0.3139 3.3971 -2.9522 -0.397
C -1.3207 4.0742 -3.6475 -0.063
C -1.1332 4.3787 -4.9842 -0.043
C 0.0474 4.0142 -5.6207 -0.038
C 1.0467 3.3407 -4.9310 -0.047
C 0.8717 3.0337 -3.5921 -0.102
H 0.2331 5.4328 0.0092 0.103
H -1.0277 7.2640 1.0505 0.121
H -3.4901 7.1417 1.2134 0.121
H -4.7012 5.1775 0.3388 0.120
H -3.4640 3.3196 -0.6892 0.094
H -2.2330 4.3799 -3.1494 0.112
H -1.9032 4.9098 -5.5273 0.120
H 0.1924 4.2615 -6.6642 0.124
H 1.9574 3.0478 -5.4346 0.118
H 1.6572 2.5150 -3.0565 0.079
C -2.1895 -1.6700 -4.6238 -0.060
C -0.8299 -2.0687 -5.1766 -0.194
N -0.1838 -1.0040 -5.9391 -0.045
C -0.7333 -0.6789 -7.2621 -0.179
C -1.5069 0.6284 -7.2835 -0.058
C 0.9300 -0.3480 -5.5550 -0.425
O 1.5118 0.4714 -6.2505 0.081
C 1.5153 -0.6595 -4.1998 -0.102
C 2.7546 -1.2735 -4.0955 0.042
C 3.2974 -1.4478 -2.8348 -0.013
C 2.6058 -0.9778 -1.7342 -0.121
N 1.4256 -0.3505 -1.8239 -0.023
C 0.8987 -0.2136 -3.0454 -0.119
H -2.6054 -2.4757 -4.0174 0.080
H -2.8993 -1.4600 -5.4243 0.077
H -2.1119 -0.7720 -4.0065 0.057
H -0.9349 -2.9334 -5.8363 0.127
H -0.1666 -2.3784 -4.3708 0.110
H -1.3700 -1.5150 -7.5528 0.123
H 0.0971 -0.6342 -7.9661 0.127
H -2.2972 0.6379 -6.5309 0.069
H -1.9698 0.7723 -8.2601 0.086
H -0.8352 1.4644 -7.0981 0.059
H 3.2799 -1.5944 -4.9860 0.142
H 4.2606 -1.9202 -2.6988 0.123
H 3.0430 -1.0657 -0.7486 0.097
H -0.0567 0.2876 -3.1118 0.063
F -1.5934 0.1220 2.3119 0.033
C -0.6434 1.0219 1.9733 -0.488
F -1.2691 2.2133 1.8010 0.022
C 0.2294 1.1970 3.2496 -0.601
F 0.7361 0.0193 3.6290 0.114
F -0.5350 1.6561 4.2321 0.199
F 1.2250 2.0573 3.0423 0.143
```



The total energy results, record by record, are as follows: -162901.60680; -390577.18290 eV.